Entry 1:
# C10H15N3O5

C10H15N3O5 in the gas phase at a distorted geometry (the ωB97M-V functional and the def2-TZVPD basis, OMol25).

```
33
Properties=species:S:1:pos:R:3:forces:R:3:mulliken_charge:R:1
O 1.5007 -2.1285 -3.1268 -0.153 1.764 1.163 -0.52
O 2.4393 -0.1981 -2.6825 -0.809 -0.700 0.028 -0.57
O -1.1950 -0.3378 2.1456 0.500 -0.195 -0.279 -0.71
N -1.0263 -1.0062 0.0498 -0.508 -1.004 -1.115 -0.73
O -1.0720 -1.8349 -2.1202 0.666 0.205 0.945 -0.43
O 1.6841 0.2304 2.2220 -1.510 -1.163 -1.378 -0.29
C -0.3795 -1.3194 -1.0860 -1.080 0.327 0.977 0.57
C 1.5708 -0.4802 -0.0270 -1.022 0.156 -0.242 -0.37
C 0.9765 -1.0067 -1.1898 -0.736 0.336 2.043 0.35
C 0.8614 -0.2476 1.1727 3.071 0.248 -0.813 0.00
N 1.6455 -1.1087 -2.4294 2.259 -1.002 -1.771 0.88
N -0.4533 -0.5572 1.1545 -0.507 0.695 0.809 0.80
C -3.1550 -0.5890 -3.8122 -1.108 0.070 0.004 -1.09
C 2.9908 2.9500 2.9707 0.470 -1.152 -0.364 -1.03
C -2.4798 -2.1116 -1.9707 -0.815 0.590 1.019 -0.66
C 1.1753 1.1350 3.2038 -0.612 1.204 0.980 -0.39
C -3.2999 -0.8554 -2.3073 -0.569 -1.183 -0.886 -0.28
C 2.3134 1.9328 3.8926 -0.313 0.397 0.209 -0.48
H 2.5903 -0.1559 -0.0224 0.430 -0.027 -0.157 0.49
H -2.1717 -0.2180 -4.0336 0.481 0.160 -0.208 0.29
H -3.3203 -1.5143 -4.4073 0.005 0.617 0.371 0.28
H -3.8968 0.1745 -4.1113 0.410 -0.351 -0.112 0.34
H 3.6047 3.6834 3.5232 -0.104 -0.523 -0.380 0.34
H 2.2266 3.4764 2.4176 -0.161 0.357 -0.215 0.30
H 3.5786 2.3398 2.2416 -0.085 0.953 0.396 0.22
H -2.7386 -2.4874 -0.9780 0.493 0.265 0.172 0.36
H -2.6967 -2.9441 -2.6273 0.151 0.106 -0.528 0.43
H 0.4957 1.8445 2.7141 0.018 -0.152 0.113 0.37
H 0.6172 0.6070 3.9866 0.038 -0.115 -0.410 0.30
H -4.3799 -1.0103 -2.0529 0.891 -0.110 -0.122 0.35
H -2.9741 0.0010 -1.7410 0.250 0.208 0.373 0.26
H 3.0441 1.2061 4.2583 -0.015 0.143 0.195 0.28
H 1.9242 2.5304 4.7725 -0.025 -1.125 -0.817 0.33
```
Positions in Å, forces in eV/Å.

As for the SMILES: CCCOc1n[n+]([O-])c(OCCC)cc1[N+](=O)[O-]. Its maximum force is 3.19 eV/Å. Its HOMO energy is -9.070 eV. For the energy above the lowest of the compared OMol25 structures with the same formula, charge and spin, the calculation gives 535.8 kJ/mol. Its calculated total energy is -930.28359 a.u. For the lowest unoccupied orbital energy, the calculation gives -0.043 Ha. The HOMO-LUMO gap is 7.891 eV.


Entry 2:
# C6H13N4

A gas-phase ion, C6H13N4 (charge +1) at a distorted geometry (the ωB97M-V functional and the def2-TZVPD basis, OMol25).

```
23
Properties=species:S:1:pos:R:3:forces:R:3:mulliken_charge:R:1
C 1.0376 1.5042 1.3316 0.649 2.419 1.890 -0.64
C 1.7628 0.4599 0.8834 -1.897 0.823 -0.213 0.43
C -0.3394 0.3886 0.0453 1.361 -2.296 -1.317 0.24
C 1.5711 -1.1787 -0.9395 -2.044 2.246 -0.793 -1.16
C -1.9202 -1.3628 -0.2024 2.815 -1.323 -0.798 -1.02
C -2.3841 0.8900 -1.0787 -1.278 1.305 -0.178 -1.06
N 0.9113 -0.2092 -0.0119 0.583 -0.310 1.015 0.12
N -0.2471 1.3943 0.8421 -0.422 1.959 1.650 -0.08
N 3.0277 0.0877 1.1177 0.391 2.062 0.082 -0.44
N -1.4035 -0.0445 -0.6515 0.558 -1.492 1.604 0.11
H 1.2358 2.4407 1.9216 0.243 -1.612 -0.540 0.37
H 1.9771 -2.0426 -0.4782 0.029 -0.758 0.564 0.31
H 0.8230 -1.3700 -1.7075 0.180 -0.553 0.033 0.40
H 2.3213 -0.5518 -1.3905 0.660 -0.280 -0.350 0.52
H -2.5950 -1.4069 0.5773 -1.662 1.067 1.951 0.41
H -2.4437 -1.7876 -1.0233 -0.103 -0.708 -0.877 0.38
H -1.1001 -2.0821 0.2113 -1.035 1.413 -1.369 0.27
H -2.7473 0.4104 -1.9576 -0.777 0.236 -1.005 0.38
H -3.2752 1.0396 -0.4148 0.861 -0.177 -0.091 0.34
H -1.9691 1.8929 -1.3434 -0.113 -0.964 0.216 0.39
H -0.9902 1.8776 1.3717 0.278 -0.514 -1.142 0.30
H 3.4984 0.4791 1.9092 -0.018 0.337 0.192 0.27
H 3.2491 -0.8288 0.9880 0.739 -2.883 -0.525 0.18
```
Positions in Å, forces in eV/Å.

As for the SMILES: Cn1c(N)c[nH]c1=[N+](C)C. Its maximum force is 3.21 eV/Å. As for the total charge: +1. Its HOMO energy is -12.019 eV. For the energy above the lowest of the compared OMol25 structures with the same formula, charge and spin, the calculation gives 61.2 kJ/mol. Its calculated total energy is -455.18717 a.u. For the lowest unoccupied orbital energy, the calculation gives -0.093 Ha. The HOMO-LUMO gap is 9.491 eV.


Entry 3:
# C30H83N2O15SSi

15 unconnected molecules or ions with the total composition C30H83N2O15SSi at a distorted geometry (the ωB97M-V functional and the def2-TZVPD basis, OMol25).

```
132
Properties=species:S:1:pos:R:3:forces:R:3:mulliken_charge:R:1
C -7.4321 -4.4031 -0.3128 0.561 -0.097 -1.312 -0.77
C -6.7809 -4.1337 -1.6899 0.642 0.997 0.780 -0.73
C -7.1048 -2.7166 -2.2573 0.373 -1.441 -0.771 -0.65
C -5.8845 -2.2136 -3.0456 0.074 0.649 -0.243 -0.71
C -5.9634 -0.7288 -3.4777 -0.062 -0.185 0.152 -1.50
C -5.3051 0.2278 -2.4566 -2.479 -0.790 -0.028 -0.10
O -6.1647 0.0972 -1.3162 0.824 0.257 0.063 -0.19
N -5.5771 1.6041 -2.9405 -0.013 2.067 -0.726 -0.07
C -4.6243 2.4555 -2.8329 1.543 -2.400 0.130 -0.79
C -3.4543 1.7258 -2.2362 0.760 1.330 1.479 0.02
C -3.3683 2.4178 -0.8119 0.649 0.775 -0.700 -0.88
C -2.6526 3.7952 -0.9984 0.332 -0.648 0.321 -1.11
C -1.1567 3.7396 -0.5679 -0.210 0.349 0.754 -0.38
C -0.9601 4.5142 0.7585 0.422 0.268 -0.542 -0.82
C 0.5050 4.8629 1.0861 0.028 -0.790 -0.134 -0.99
C 1.5198 3.6819 0.9939 0.391 0.512 0.588 0.50
C 2.4095 3.6210 2.2629 0.278 -0.251 -0.411 -1.02
C 3.8006 2.9653 2.0310 -0.258 -0.373 0.347 -0.04
Si 3.8529 1.0939 2.3558 -0.865 0.068 -0.502 0.11
C 2.4860 0.2415 1.3429 0.585 0.425 0.016 -1.09
C 3.5247 0.6857 4.1677 0.673 -0.243 -0.722 -0.96
C 5.4565 0.3108 1.7046 -1.365 0.844 1.188 1.05
C 6.0853 0.7397 0.5559 -0.317 0.142 -0.048 -1.00
C 7.2245 0.0949 0.1374 0.537 0.893 -1.530 -0.51
C 7.7562 -0.9538 0.8326 0.382 -0.293 -0.163 -0.87
C 7.1198 -1.3621 1.9776 0.719 -1.231 0.616 -0.26
C 5.9802 -0.7415 2.4302 0.242 -0.400 0.113 -1.26
C -3.7458 0.2061 -2.2604 -0.654 -0.446 -1.558 1.82
C -3.1216 -0.6624 -1.1585 -1.020 0.015 0.565 -2.70
S -3.7834 -0.5451 0.5238 0.363 0.002 0.136 -0.25
C -5.0897 -1.7994 0.6374 -0.686 -0.044 0.547 0.77
C -4.8517 -2.7606 1.8037 0.377 0.294 0.053 -1.18
N -3.2965 -0.5136 -3.4976 0.493 1.499 0.139 -0.24
C -3.0260 0.3341 -4.6649 0.758 -1.181 -1.156 -0.32
C -2.7455 -0.6151 -5.8522 -1.123 -0.042 0.355 -1.39
H -7.2468 -5.4447 -0.0645 -0.298 0.053 0.240 0.45
H -6.9284 -3.7716 0.4224 -0.436 0.046 -0.005 -0.16
H -8.5011 -4.1981 -0.3894 0.031 -0.102 0.422 0.29
H -6.9561 -4.9230 -2.4236 -0.257 0.101 0.080 0.53
H -5.6929 -4.1270 -1.5225 -0.100 -0.325 -0.040 0.32
H -7.9010 -2.8839 -2.9929 -0.241 0.518 0.288 0.52
H -7.4323 -2.0356 -1.4724 0.084 0.003 -0.090 0.25
H -4.9560 -2.3698 -2.4900 -0.142 -0.021 0.024 0.19
H -5.7630 -2.8020 -3.9603 -0.074 -0.100 0.176 0.52
H -7.0282 -0.4558 -3.4697 0.144 0.104 -0.020 0.70
H -5.6187 -0.5626 -4.4997 0.284 -0.085 0.175 0.48
H -6.5757 0.9493 -1.1394 0.060 -0.085 0.386 0.40
H -6.4463 1.9654 -3.3293 -0.330 -0.868 0.134 0.37
H -4.6671 3.4948 -3.1344 -0.199 -0.038 0.094 0.58
H -2.4999 2.0469 -2.6567 -0.121 -0.440 -0.404 0.33
H -4.3555 2.5408 -0.3608 0.140 -0.253 0.120 0.52
H -2.7116 1.8472 -0.1579 -0.423 -0.303 0.039 0.41
H -2.6505 4.1164 -2.0460 -0.436 0.106 0.118 0.41
H -3.1868 4.5202 -0.3800 0.164 0.191 -0.263 0.47
H -0.8318 2.7110 -0.3837 -0.045 -0.040 -0.357 0.06
H -0.5031 4.1644 -1.3359 -0.098 -0.029 0.050 0.58
H -1.4192 3.9511 1.5794 -0.036 0.111 -0.065 0.21
H -1.4956 5.4620 0.6224 -0.059 -0.111 0.372 0.42
H 0.5695 5.2585 2.1044 -0.201 0.130 -0.162 0.46
H 0.8351 5.6513 0.4030 -0.051 0.019 0.120 0.32
H 2.2054 3.8578 0.1578 -0.237 -0.141 -0.086 0.22
H 1.0358 2.7185 0.8393 -0.083 -0.024 -0.087 -0.31
H 2.5717 4.6525 2.5901 0.001 -0.131 0.082 0.47
H 1.8909 3.0814 3.0668 -0.114 0.279 -0.029 0.17
H 4.1312 3.1829 1.0109 0.084 0.024 0.124 -0.22
H 4.5092 3.4370 2.7223 0.082 -0.038 -0.203 0.55
H 2.5992 0.5610 0.2995 -0.193 -0.122 0.067 0.34
H 1.4860 0.5057 1.6985 0.036 -0.124 -0.057 0.35
H 2.6356 -0.8407 1.3729 -0.167 0.088 0.031 0.23
H 3.1340 -0.3371 4.2050 -0.053 0.139 0.142 0.32
H 2.7751 1.3800 4.5514 0.167 -0.080 0.229 0.37
H 4.4637 0.7079 4.7374 -0.497 0.226 0.178 0.19
H 5.6537 1.5514 -0.0209 0.099 -0.030 -0.045 0.54
H 7.7005 0.4382 -0.7782 0.039 -0.098 0.048 0.48
H 8.6480 -1.4566 0.4767 0.032 0.038 0.097 0.68
H 7.5461 -2.2120 2.5053 -0.132 0.108 0.163 0.59
H 5.5144 -1.1262 3.3320 -0.099 0.234 0.018 0.60
H -2.0516 -0.4626 -1.1119 0.036 0.152 0.019 0.79
H -3.2340 -1.7003 -1.4738 0.079 0.033 0.023 1.00
H -6.0109 -1.2550 0.8682 0.113 0.064 -0.231 0.32
H -5.2871 -2.3150 -0.3038 0.368 0.123 0.026 -0.78
H -4.5581 -2.1919 2.6921 0.026 -0.060 -0.098 0.47
H -4.0493 -3.4700 1.5911 -0.155 -0.050 0.037 0.26
H -5.7727 -3.2804 2.0756 0.177 -0.116 -0.155 0.21
H -2.4318 -1.0051 -3.2918 -0.058 -0.002 0.033 0.47
H -3.8952 0.9200 -4.9749 0.065 0.169 0.406 0.32
H -2.1287 0.9555 -4.5511 -0.354 0.332 0.160 0.23
H -2.6598 -0.0726 -6.7944 0.429 -0.035 0.123 0.41
H -1.9143 -1.2936 -5.6565 0.152 0.264 -0.161 0.35
H -3.6423 -1.2402 -5.9497 0.200 -0.073 -0.082 0.32
O -8.8331 -6.9202 0.6941 -0.265 -0.127 0.220 -0.61
H -9.5568 -6.9237 0.0591 0.051 -0.014 -0.044 0.29
H -9.2689 -7.0360 1.5486 0.104 -0.096 0.065 0.33
O -7.4171 -5.0415 3.5138 0.078 0.004 -0.199 -0.63
H -7.6055 -4.1161 3.6987 -0.047 -0.053 0.112 0.31
H -7.3787 -5.0890 2.5518 -0.077 -0.021 -0.063 0.32
O 4.9690 -3.8838 2.2687 0.033 0.046 -0.042 -0.65
H 5.0955 -4.3607 1.4424 -0.068 -0.017 0.001 0.28
H 5.3826 -3.0255 2.1135 -0.091 -0.074 -0.050 0.33
O 5.2345 5.6389 1.2038 0.149 -0.112 -0.293 -0.57
H 5.3263 6.4215 0.6481 -0.018 0.043 0.093 0.27
H 6.1083 5.5356 1.6073 -0.129 0.215 0.290 0.34
O 7.8745 2.9799 2.6347 0.022 0.267 0.177 -0.59
H 7.6690 2.6762 3.5255 -0.024 -0.033 -0.028 0.33
H 7.5841 2.2655 2.0608 -0.070 -0.158 -0.116 0.25
O 7.3373 -2.1832 -2.4608 -0.200 0.211 -0.109 -0.68
H 7.4276 -1.9932 -1.5201 -0.031 0.007 -0.008 0.39
H 8.1072 -2.7267 -2.6627 -0.016 -0.062 0.118 0.28
O 5.4620 1.0925 6.9026 0.135 -0.028 0.110 -0.59
H 5.1149 1.4410 7.7302 -0.047 0.035 -0.045 0.28
H 6.1691 0.4992 7.1767 -0.005 -0.006 -0.025 0.30
O 8.3112 -4.7324 -1.7015 -0.003 -0.117 -0.013 -0.65
H 7.5954 -4.8672 -2.3325 -0.004 -0.072 0.021 0.34
H 7.9112 -4.9328 -0.8493 0.073 -0.025 0.022 0.30
O -8.0021 -8.3521 3.4078 -0.101 0.038 -0.242 -0.65
H -7.9414 -8.8655 2.5948 0.038 -0.043 0.050 0.32
H -7.4411 -7.5861 3.2475 0.025 0.072 0.184 0.31
O 4.3893 -3.0090 -2.2615 0.074 -0.073 -0.001 -0.62
H 3.9650 -2.6706 -3.0549 -0.040 -0.003 0.021 0.29
H 5.3322 -2.8581 -2.4169 0.130 0.130 0.000 0.34
O 7.5604 6.1581 3.2099 0.030 -0.127 -0.065 -0.64
H 7.9767 5.2976 3.0884 0.051 -0.188 -0.042 0.31
H 8.0237 6.5487 3.9566 -0.056 0.089 -0.033 0.29
O 5.9492 3.9987 -1.0578 0.141 -0.150 0.050 -0.68
H 5.5937 4.3434 -0.2198 0.020 0.227 -0.056 0.32
H 6.6487 3.3950 -0.7857 -0.001 -0.005 -0.043 0.35
O 8.3036 5.3527 -3.0415 -0.019 -0.027 0.144 -0.64
H 8.5371 6.2022 -2.6557 0.036 -0.002 -0.045 0.30
H 7.6786 4.9704 -2.4129 -0.154 0.026 -0.057 0.34
O 0.6665 -2.5138 0.4002 -0.168 -0.013 0.195 -0.62
H 1.4725 -2.9600 0.6844 -0.006 0.014 -0.103 0.28
H 0.2243 -2.2754 1.2252 0.092 -0.040 -0.150 0.32
```
Positions in Å, forces in eV/Å.

Its maximum force is 2.86 eV/Å. As for the total charge: +1. Its HOMO energy is -11.036 eV. Its calculated total energy is -3118.40978 a.u. For the lowest unoccupied orbital energy, the calculation gives -0.142 Ha. The HOMO-LUMO gap is 7.166 eV.